Record 1
7 unconnected molecules or ions with the total composition C25H44BrN2O8 in a non-equilibrium geometry. Source: the Open Molecules 2025 dataset; level of theory: wB97M-V/def2-TZVPD.

```
! wB97M-V def2-TZVPD RIJCOSX def2/J DEFGRID3
* xyz 1 1
H -8.686 5.017 -3.519
C 0.178 -0.840 1.520
O -2.347 3.517 -0.954
H -4.518 -0.895 3.546
C -1.434 -5.630 2.619
H 1.948 0.145 -1.448
H -2.710 1.075 -1.158
C 1.966 0.696 1.560
H -8.592 1.686 -1.660
H -3.939 1.332 -2.409
C -0.110 1.281 0.545
C 9.615 0.525 -0.624
H 3.515 -0.181 -2.239
H 0.667 -0.453 -3.734
H -1.505 -0.196 0.594
H 6.896 -0.016 0.400
H 10.556 2.175 0.362
H -7.410 4.498 -4.634
H -5.419 3.744 -0.866
C 5.558 1.292 1.095
C 2.008 -1.671 -2.587
C -5.039 -0.869 2.588
H 10.744 0.608 1.193
C -9.003 2.474 -2.287
H -0.529 -5.257 5.284
H -9.039 3.820 -4.792
O -6.768 2.650 -3.074
H -2.117 -6.123 3.312
H 5.452 -0.697 0.580
H -4.407 1.263 -0.691
C -3.433 3.075 -1.272
H 9.193 1.464 1.245
H -2.002 -5.260 1.767
H -5.981 -1.413 2.667
C 1.439 -1.206 -3.904
H 0.996 -2.052 -4.424
O -0.866 -3.338 2.901
C -3.641 1.590 -1.392
N -0.554 0.060 0.869
C 3.398 1.042 1.916
C 10.060 1.240 0.625
H 11.393 -0.548 -1.136
H -4.942 3.816 -2.580
H 2.231 -0.784 -4.525
H -0.767 1.954 -0.002
C -3.779 -2.923 1.701
H -9.784 2.050 -2.920
C 10.682 0.131 -1.609
Br 1.769 3.328 0.400
H 11.205 1.019 -1.966
O 4.145 1.334 0.851
H 10.224 -0.374 -2.457
H -4.670 -3.552 1.742
H -5.253 0.167 2.330
H -9.430 3.248 -1.647
C 0.090 -4.799 4.512
C -4.606 3.967 -1.557
O -3.823 -0.846 0.547
H 5.853 1.777 2.025
H -4.309 5.007 -1.430
H 0.524 -3.883 4.906
O 1.940 -2.826 -2.238
C -7.907 3.058 -3.141
H 3.032 -1.101 -0.804
C -0.748 -4.480 3.305
H 6.013 1.878 0.291
C -4.178 -1.485 1.519
N 6.099 -0.059 1.033
O 8.445 0.276 -0.829
C 2.669 -0.629 -1.715
H 0.895 -5.481 4.235
H -3.164 -3.239 0.860
H -0.692 -6.346 2.263
H 2.083 -1.246 2.386
H -0.229 -1.820 1.737
O 3.729 1.043 3.078
C 1.447 -0.537 1.876
C 1.167 1.600 0.898
H -3.205 -3.036 2.620
C -8.289 4.172 -4.083
*
```

## Properties
HOMO energy (eV): -11.5
LUMO level (eV): -3.68
Total energy (eV): -116035.502

Atomic partial charges in e from the Löwdin method, atoms 1 to 2:
1 H 0.089
2 C 0.000

***

Record 2
A molecular structure, C25H44ErO2P2 in a non-equilibrium geometry. Source: the Open Molecules 2025 dataset; level of theory: wB97M-V/def2-TZVPD.

```
! wB97M-V def2-TZVPD RIJCOSX def2/J DEFGRID3
* xyz 1 4
C 3.190 -0.829 0.787
H 0.512 -2.473 -2.811
H 1.559 -1.216 3.873
C 0.975 -0.259 2.060
H -1.060 3.221 1.054
H 1.387 -2.327 2.509
H 2.654 -3.381 -7.792
C -0.357 -3.328 -7.130
H -0.068 -4.116 -7.839
H -3.423 3.068 1.028
H -1.397 -3.041 -7.341
C 1.070 -0.673 -1.767
H 1.689 -5.291 -6.014
H -0.811 1.752 3.826
C 1.958 -0.012 1.032
C -1.835 -1.675 -1.937
C 0.088 0.846 2.102
H -1.376 0.105 3.491
H 3.392 2.613 0.130
C -1.982 -4.671 -5.247
H 3.041 -1.875 1.063
C 0.575 1.840 1.149
C 0.959 -1.438 2.980
H 1.612 -3.092 -0.060
C -3.124 1.323 -0.200
H -1.110 -0.623 -8.314
C 2.079 -2.688 -8.414
P -0.267 -3.974 -5.385
C -1.292 -0.483 -2.765
H 3.498 -0.795 -0.261
H 2.768 -1.928 -8.797
C -0.310 -2.183 0.096
H -0.394 -1.671 -9.565
H -4.846 1.984 0.888
C 0.030 3.224 1.003
H 0.359 -3.951 -0.942
C -1.071 1.046 3.026
H -0.054 -1.677 3.313
P 0.772 -1.867 -7.383
Er 0.000 0.000 0.000
C -3.993 2.420 0.328
C 2.625 2.065 -0.433
H 0.154 1.150 -2.447
H 0.199 -6.147 -6.488
O -3.647 0.399 -0.967
H -1.483 -2.624 -2.358
O -1.865 1.300 0.183
H 2.035 -0.176 -1.757
H 1.650 -3.239 -9.260
H 2.170 -2.458 -2.246
H 0.414 -0.152 -9.091
H 3.147 1.391 -1.119
H -2.229 -5.325 -6.091
H -2.708 -3.852 -5.205
C 0.733 -2.944 -0.697
H -2.284 -1.411 0.212
H -4.374 3.047 -0.504
H -0.373 -2.459 1.145
C -0.035 0.113 -2.173
C 1.147 -2.184 -1.967
C 1.726 1.320 0.504
C -0.170 -1.002 -8.725
H -1.109 -0.798 -3.804
H 4.024 -0.443 1.389
C -1.460 -1.610 -0.465
H -2.926 -1.688 -2.013
H 2.066 2.791 -1.029
H 0.424 3.856 1.810
H -1.926 1.449 2.473
C 0.670 -5.540 -5.704
H 0.724 -6.128 -4.782
H -2.066 -5.243 -4.317
H 0.322 3.668 0.048
H -2.052 0.301 -2.791
*
```

## Properties
Relative energy (zero: lowest compared OMol25 entry of this formula, charge and spin) (kcal/mol): 113.3
HOMO energy (spin up / spin down) (eV): -10.7 / -10.7
LUMO level (spin up / spin down) (eV): -4.84 / -4.72
Total energy (eV): -76922.258

Atomic partial charges in e from the Löwdin method, atoms 1 to 2:
1 C -0.004
2 H 0.062

***

Record 3
A molecular structure, C25H44LaOP2 in a non-equilibrium geometry. Source: the Open Molecules 2025 dataset; level of theory: wB97M-V/def2-TZVPD.

```
! wB97M-V def2-TZVPD RIJCOSX def2/J DEFGRID3
* xyz 1 1
H -6.112 -3.600 -0.827
H -6.373 -1.913 -2.358
H 4.601 0.495 2.604
C 1.643 0.074 -2.082
C -3.735 -2.891 -2.140
H 3.301 2.754 -1.042
C 3.934 -1.856 4.062
C 1.573 -1.139 -1.518
O 2.221 -1.623 2.334
C 3.560 2.347 2.368
H 4.694 2.113 -0.167
C -1.225 -0.436 0.199
H -4.828 -3.862 0.397
H -6.113 -2.660 0.708
C 1.420 3.210 2.650
H 2.396 0.742 4.490
C -1.529 -3.478 -3.735
H -1.633 1.596 -0.117
H -1.269 -0.150 -2.563
C 0.557 1.055 -2.366
H -1.209 -4.185 -2.959
H -3.577 -2.035 -5.033
C 0.915 3.913 0.217
La 1.523 0.676 2.340
H -1.478 1.599 -2.429
C 2.546 2.624 3.344
C -0.902 0.751 -2.017
C -1.248 0.664 -0.573
H -2.313 -0.768 -4.998
C -0.548 -1.750 -0.033
C 4.817 1.581 2.602
H -3.842 -0.497 -4.133
H 0.056 -1.991 0.862
H -1.717 -0.367 1.190
H -0.646 -3.140 -4.294
C 2.989 -1.079 3.192
C -5.484 -3.117 -0.066
H 1.439 3.947 -0.747
H -2.243 -3.962 -4.415
C 0.021 3.234 3.162
H -0.021 3.349 0.080
H 4.680 -2.411 3.478
C -5.838 -1.106 -1.840
H 4.454 -1.114 4.678
H 3.345 2.022 5.238
H -0.701 3.200 2.334
C 0.347 -1.949 -1.279
H -0.212 2.386 3.839
P -2.338 -2.031 -2.956
C 1.784 3.319 1.280
H 2.646 0.472 -2.305
C 3.909 2.877 -0.138
H -6.528 -0.607 -1.147
H 5.530 1.796 1.796
C 3.084 2.792 1.107
H -0.276 -1.896 -2.196
H 0.857 1.986 -1.849
H 4.414 3.855 -0.224
H -1.313 -2.553 -0.097
H 0.681 -3.000 -1.219
H 5.278 1.846 3.568
H -3.348 -3.813 -1.661
H 3.405 -2.547 4.731
P -4.461 -1.783 -0.816
H -4.491 -3.153 -2.908
C 2.439 1.881 4.630
H 0.557 1.281 -3.453
C -3.107 -1.257 -4.418
H 2.518 -1.624 -1.213
H 1.545 2.179 5.192
H 0.647 4.941 0.497
H -0.183 4.156 3.728
H -5.488 -0.368 -2.566
*
```

## Properties
Relative energy (zero: lowest compared OMol25 entry of this formula, charge and spin) (kcal/mol): 0.0
HOMO energy (eV): -10.2
LUMO level (eV): -3.07
Total energy (eV): -48115.473

Atomic partial charges in e from the Löwdin method, atoms 1 to 2:
1 H 0.043
2 H 0.043

***

Record 4
A molecular structure, C25H44MnN5O4P in a non-equilibrium geometry. Source: the Open Molecules 2025 dataset; level of theory: wB97M-V/def2-TZVPD.

```
! wB97M-V def2-TZVPD RIJCOSX def2/J DEFGRID3
* xyz 0 6
H 4.094 -1.298 2.469
C 0.418 -1.552 -2.617
H -4.458 3.645 -1.954
H 0.227 -0.566 2.251
H -4.361 -1.754 -2.089
H 2.861 -2.043 1.392
H -2.373 4.126 -1.354
H -2.057 -3.153 1.350
C -2.082 3.146 -0.914
C -4.296 2.589 -1.692
H -3.856 2.068 -2.542
O -0.542 0.571 -0.533
C 1.298 -3.802 -1.785
H 0.414 -2.037 -3.621
H 1.918 2.688 -2.525
H 0.108 -3.862 2.216
H 2.470 5.593 1.796
H 3.734 -1.648 -0.876
H 1.788 -3.558 2.516
H -3.094 -2.906 -2.386
C 2.336 2.951 -0.391
C 4.146 0.409 -1.550
C -3.164 -2.268 -0.341
N 1.739 2.137 0.445
Mn 1.259 -0.158 -0.116
C 4.222 -0.712 -0.499
C -4.004 2.845 0.725
H -0.358 1.627 2.108
O -3.057 0.959 -0.435
C 1.130 -3.298 0.385
H 1.871 -1.271 3.516
C 0.950 -3.249 1.863
H -1.368 3.192 -0.130
H -1.693 -3.933 -0.261
P -1.864 0.061 0.066
H -3.469 2.572 1.562
H 4.425 -0.082 -2.516
C 2.168 -0.495 2.769
H 1.577 -4.207 -2.782
H 2.290 0.478 -2.445
C -3.371 2.389 -0.552
C -4.276 -1.665 0.507
N 2.758 0.941 -1.709
C 2.666 2.398 -1.755
H 2.587 0.307 3.380
C 1.834 3.646 2.226
H 5.348 -0.872 -0.315
H -5.323 2.219 -1.515
H -3.301 -4.221 0.522
H 0.731 -2.182 2.098
C 2.752 4.208 0.056
H -4.252 3.881 0.653
O -2.198 -1.296 -0.725
H -4.497 -3.420 -1.525
C 0.630 1.372 2.437
H -0.656 -1.343 -2.405
N 1.001 0.008 2.083
C 3.267 -1.099 1.827
H -1.495 2.485 -1.632
H 1.563 -5.311 -0.251
H -5.108 -2.416 0.450
H -3.944 -1.373 1.496
H -4.629 -0.692 0.140
N 3.618 -0.220 0.674
H 1.449 3.846 3.246
H 3.858 0.624 0.963
H -4.979 2.247 0.847
C -3.806 -2.613 -1.690
H 0.959 -0.638 -2.750
C 1.500 2.415 1.693
N 0.880 -2.164 -0.305
O -1.792 -0.230 1.489
C 0.932 -2.458 -1.617
H 3.643 2.847 -2.060
H 4.784 1.164 -1.302
C 1.420 -4.290 -0.503
H 3.310 4.945 -0.473
H 0.814 1.677 3.479
C -2.440 -3.495 0.356
C 2.417 4.577 1.388
*
```

## Properties
Relative energy (zero: lowest compared OMol25 entry of this formula, charge and spin) (kcal/mol): 5.8
HOMO energy (spin up / spin down) (eV): -6.4 / -6.4
LUMO level (spin up / spin down) (eV): 0.19 / 0.18
Total energy (eV): -82892.169

Atomic partial charges in e from the Löwdin method, atoms 1 to 2:
1 H 0.103
2 C -0.069

***

Record 5
A molecular structure, C25H44MnO2P2 in a non-equilibrium geometry. Source: the Open Molecules 2025 dataset; level of theory: wB97M-V/def2-TZVPD.

```
! wB97M-V def2-TZVPD RIJCOSX def2/J DEFGRID3
* xyz 1 5
H -2.142 -3.085 1.211
H 1.016 -1.627 -5.427
H 0.936 -4.330 1.832
C 0.420 -2.255 2.032
H -0.813 1.622 -5.660
H 0.677 1.015 5.069
C -1.423 -1.565 -0.993
H -0.732 3.464 4.836
C -1.726 -0.235 -3.866
H 1.913 2.867 0.786
O -0.487 2.148 3.354
C -2.157 -2.650 2.214
C -1.507 1.081 -3.677
H -3.022 1.127 -1.486
H 3.196 -2.297 3.454
H 2.268 1.382 -2.915
H 1.421 -0.486 5.663
H -2.806 1.895 0.120
Mn 0.010 -0.156 1.651
H -1.843 -1.091 5.350
C 1.372 -1.437 2.746
H -1.501 -1.046 -5.840
H 1.692 -3.267 0.633
H -0.632 -2.239 -0.634
C -2.873 0.941 -0.419
H 0.579 -0.003 -5.930
C -1.838 -0.466 4.440
C 1.450 1.073 -3.578
P 1.476 0.602 0.116
H -2.310 -3.474 2.927
C 0.768 -3.439 1.202
H -2.409 -2.028 -0.827
P -1.366 0.035 -0.101
H -1.285 -1.414 -2.071
H 0.746 3.086 -3.534
H -0.040 -3.697 0.507
H -0.017 4.186 3.353
H 3.191 -1.939 1.717
C 0.505 -0.708 -5.089
H 0.090 0.489 -1.960
H -1.772 3.799 3.410
H -0.210 1.992 -1.043
H -1.720 0.581 4.747
C -0.895 -1.925 2.518
H 1.719 -1.021 -3.304
C 1.239 -0.225 -3.881
C 1.283 0.153 4.777
H 1.276 2.552 -5.121
C -0.777 3.503 3.746
C -0.474 1.834 2.039
C 0.730 2.225 -4.221
H 2.269 0.530 4.483
C -0.990 -1.082 -4.863
C -0.748 1.970 -4.616
H -1.264 2.951 -4.607
C 0.653 -0.602 3.665
H -3.023 -1.981 2.295
H -2.021 1.617 -2.874
C -0.757 -0.891 3.515
C 2.852 -1.577 2.694
H 3.402 1.879 0.742
C 0.003 0.917 -0.959
H 3.345 -0.617 2.903
H -3.725 0.364 -0.044
O -0.734 2.687 1.182
H 3.533 -0.594 -0.328
H 2.676 -0.220 -1.840
H -2.632 -0.698 -3.448
H -1.031 -2.137 -4.551
H 2.106 -1.565 -0.808
C 2.542 -0.557 -0.805
H 2.700 2.500 -0.789
H -2.822 -0.557 3.966
C 2.469 2.115 0.212
*
```

## Properties
Relative energy (zero: lowest compared OMol25 entry of this formula, charge and spin) (kcal/mol): 11.9
HOMO energy (spin up / spin down) (eV): -9.1 / -11.5
LUMO level (spin up / spin down) (eV): -2.94 / -3.25
Total energy (eV): -80623.751

Atomic partial charges in e from the Löwdin method, atoms 1 to 2:
1 H 0.063
2 H 0.120

***

Record 6
A molecular structure, C25H44O2P2W in a non-equilibrium geometry. Source: the Open Molecules 2025 dataset; level of theory: wB97M-V/def2-TZVPD.

```
! wB97M-V def2-TZVPD RIJCOSX def2/J DEFGRID3
* xyz 2 3
H 2.282 -2.152 3.062
H 0.944 -3.930 -1.150
H -2.132 0.893 0.973
C 2.491 -1.568 2.157
H 2.475 -3.314 -0.423
H 1.433 -4.455 0.468
H -2.782 -0.589 1.684
O 1.951 2.441 -0.388
C 1.047 1.766 -2.874
H 0.353 3.734 -2.461
H -0.512 3.481 -7.185
H 1.607 1.969 -1.936
H 0.855 -1.492 -7.294
H 3.953 -1.408 -5.654
H -1.434 3.381 -1.174
C -2.590 2.131 -2.441
H 3.972 0.273 -4.978
H -0.646 1.312 2.329
H -0.092 -2.084 -5.840
O 2.439 1.429 1.555
C -2.818 0.648 -2.658
H -2.394 -2.013 -1.142
H -2.837 -0.345 -0.068
H 4.045 2.792 1.411
C -1.642 0.166 -3.496
C 1.195 1.038 -5.997
H 0.995 0.919 2.946
C 1.943 1.373 0.279
H -1.443 -0.245 -6.915
P 1.729 -0.592 -5.146
H -2.994 -0.010 -1.787
H 0.392 3.894 -5.708
C -2.210 -0.193 0.819
C -1.530 -2.654 -0.950
H -3.746 0.550 -3.257
C -0.507 -1.928 -0.113
H 1.922 1.830 -5.672
C -0.834 -0.780 0.667
H -3.513 2.730 -2.398
H 1.569 -2.755 -6.192
W 1.171 -0.575 -0.555
H -1.389 3.859 -5.679
H -1.495 1.332 -7.785
C -0.443 -0.382 -2.851
H 3.231 2.624 2.960
H 2.786 -0.550 2.441
H 1.734 -0.330 -2.756
H 2.406 3.519 1.614
H 3.503 -0.004 -6.699
H -1.961 -3.564 -0.513
C 0.260 -0.450 1.498
C -0.497 3.365 -6.090
H -1.140 -2.913 -1.929
C -1.633 0.834 -6.805
H -1.925 -0.598 -4.257
C -0.128 2.814 -2.821
C 0.753 -2.434 0.367
C 1.437 -3.604 -0.223
P -0.510 1.608 -5.598
C 1.259 -1.482 1.350
C -1.441 2.746 -2.097
C 0.920 -1.856 -6.241
H 1.306 0.901 -7.107
H -2.659 1.026 -6.444
H -1.289 1.083 -4.092
H 1.836 2.035 -3.651
C 3.479 -0.422 -5.681
C 0.795 0.304 -2.892
H 3.299 -2.031 1.576
H -0.367 3.026 -3.893
H -0.419 -0.035 3.481
C 0.040 0.496 2.624
H -0.318 -1.477 -2.791
C 3.064 2.683 1.889
*
```

## Properties
Relative energy (zero: lowest compared OMol25 entry of this formula, charge and spin) (kcal/mol): 96.7
HOMO energy (spin up / spin down) (eV): -13.1 / -13.1
LUMO level (spin up / spin down) (eV): -6.58 / -8.32
Total energy (eV): -51112.199

Atomic partial charges in e from the Löwdin method, atoms 1 to 2:
1 H 0.112
2 H 0.090

***

> Among the records above, which one has the lowest total energy?

C25H44BrN2O8

***

What did the second record say?
A molecular structure, C25H44ErO2P2 in a non-equilibrium geometry. Source: the Open Molecules 2025 dataset; level of theory: wB97M-V/def2-TZVPD.

```
! wB97M-V def2-TZVPD RIJCOSX def2/J DEFGRID3
* xyz 1 4
C 3.190 -0.829 0.787
H 0.512 -2.473 -2.811
H 1.559 -1.216 3.873
C 0.975 -0.259 2.060
H -1.060 3.221 1.054
H 1.387 -2.327 2.509
H 2.654 -3.381 -7.792
C -0.357 -3.328 -7.130
H -0.068 -4.116 -7.839
H -3.423 3.068 1.028
H -1.397 -3.041 -7.341
C 1.070 -0.673 -1.767
H 1.689 -5.291 -6.014
H -0.811 1.752 3.826
C 1.958 -0.012 1.032
C -1.835 -1.675 -1.937
C 0.088 0.846 2.102
H -1.376 0.105 3.491
H 3.392 2.613 0.130
C -1.982 -4.671 -5.247
H 3.041 -1.875 1.063
C 0.575 1.840 1.149
C 0.959 -1.438 2.980
H 1.612 -3.092 -0.060
C -3.124 1.323 -0.200
H -1.110 -0.623 -8.314
C 2.079 -2.688 -8.414
P -0.267 -3.974 -5.385
C -1.292 -0.483 -2.765
H 3.498 -0.795 -0.261
H 2.768 -1.928 -8.797
C -0.310 -2.183 0.096
H -0.394 -1.671 -9.565
H -4.846 1.984 0.888
C 0.030 3.224 1.003
H 0.359 -3.951 -0.942
C -1.071 1.046 3.026
H -0.054 -1.677 3.313
P 0.772 -1.867 -7.383
Er 0.000 0.000 0.000
C -3.993 2.420 0.328
C 2.625 2.065 -0.433
H 0.154 1.150 -2.447
H 0.199 -6.147 -6.488
O -3.647 0.399 -0.967
H -1.483 -2.624 -2.358
O -1.865 1.300 0.183
H 2.035 -0.176 -1.757
H 1.650 -3.239 -9.260
H 2.170 -2.458 -2.246
H 0.414 -0.152 -9.091
H 3.147 1.391 -1.119
H -2.229 -5.325 -6.091
H -2.708 -3.852 -5.205
C 0.733 -2.944 -0.697
H -2.284 -1.411 0.212
H -4.374 3.047 -0.504
H -0.373 -2.459 1.145
C -0.035 0.113 -2.173
C 1.147 -2.184 -1.967
C 1.726 1.320 0.504
C -0.170 -1.002 -8.725
H -1.109 -0.798 -3.804
H 4.024 -0.443 1.389
C -1.460 -1.610 -0.465
H -2.926 -1.688 -2.013
H 2.066 2.791 -1.029
H 0.424 3.856 1.810
H -1.926 1.449 2.473
C 0.670 -5.540 -5.704
H 0.724 -6.128 -4.782
H -2.066 -5.243 -4.317
H 0.322 3.668 0.048
H -2.052 0.301 -2.791
*
```

## Properties
Relative energy (zero: lowest compared OMol25 entry of this formula, charge and spin) (kcal/mol): 113.3
HOMO energy (spin up / spin down) (eV): -10.7 / -10.7
LUMO level (spin up / spin down) (eV): -4.84 / -4.72
Total energy (eV): -76922.258

Atomic partial charges in e from the Löwdin method, atoms 1 to 2:
1 C -0.004
2 H 0.062

***

> What is the total energy in the sixth record?

-51112.199 eV